Entry from the OMol25 dataset: C5H10N3O4 as an isolated structure in a non-equilibrium geometry (the ωB97M-V functional and the def2-TZVPD basis).

```
22
Properties=species:S:1:pos:R:3:mulliken_charge:R:1
C 0.22 0.30 0.14 1.17
C -1.04 0.56 -0.71 0.23
C 0.26 0.69 1.63 -1.62
C 0.96 -1.03 -0.11 -1.53
C -2.18 -0.41 -1.04 -1.41
N 0.79 1.27 -0.82 0.32
N -0.22 1.22 -1.64 0.71
N -2.12 2.01 0.04 0.89
O -0.48 1.76 -2.67 -0.58
O -1.42 2.96 0.06 -0.44
O -3.21 1.71 0.32 -0.46
O 2.03 1.73 -1.13 -0.42
H -0.08 1.65 1.75 0.51
H 1.34 0.66 1.76 0.41
H -0.39 0.00 2.07 0.42
H 0.55 -1.54 -0.94 0.43
H 0.97 -1.61 0.79 0.40
H 2.00 -0.81 -0.27 0.39
H -1.87 -1.00 -1.96 0.36
H -3.06 -0.01 -1.49 0.50
H -2.46 -1.04 -0.18 0.32
H 2.25 2.68 -0.96 0.40
```

For the energy above the lowest of the compared OMol25 structures with the same formula, charge and spin, the calculation gives 730.6 kJ/mol. As for the total charge: +1. The calculation puts the max |F| at 4.45 eV/A. The calculation puts the HOMO energy at -14.53 eV.